Arrangement A

Below is one molecule with the formula CHNO3, with properties calculated with ωB97M-V/def2-TZVPD.

Each line ends with the Mulliken charge.
Atoms and positions in Å:
1 O -1.44677 -0.57529 1.01092  -0.093
2 O -1.29808 -0.88262 -0.39080  -0.132
3 O 1.68299 0.85413 0.47572  -0.425
4 N -0.58172 0.17064 0.21584  0.149
5 C 0.78131 0.33583 -0.13977  0.214
6 H 0.86228 0.09730 -1.17191  0.287

LUMO energy: 0.00532 hartree
Kohn-Sham gap: 10.9 eV
Charge: 0
Molecular weight: 75.0 g mol⁻¹

=====

Arrangement B

Below is a 2-piece molecular cluster, CHNO3 overall, with properties calculated with ωB97M-V/def2-TZVPD.

Each line ends with the Mulliken charge.
Atoms and positions in Å:
1 O 0.08463 0.60967 -0.30870  -0.233
2 O -3.63770 0.90453 -0.15996  -0.373
3 O -2.99355 -1.26957 0.14867  -0.385
4 N -0.96448 0.36404 0.42438  -0.131
5 C -3.22991 -0.15941 -0.03540  0.764
6 H 0.80524 0.13117 -0.04393  0.358

LUMO energy (alpha / beta): -0.01358 / -0.01849 hartree
Kohn-Sham gap (alpha / beta): 9.4 / 9.4 eV
Charge: 0
Molecular weight: 75.0 g mol⁻¹

=====

Arrangement C

Below is a 2-piece molecular cluster, CHNO3 overall, with properties calculated with ωB97M-V/def2-TZVPD.

Each line ends with the Mulliken charge.
Atoms and positions in Å:
1 O 1.63200 1.32525 -0.06685  -0.465
2 O -0.04768 -0.19494 0.06651  -0.493
3 O -2.50697 -0.83514 -0.12787  0.014
4 N -2.08929 0.14624 0.12923  0.523
5 C 1.14410 0.25329 -0.02323  0.208
6 H 1.86785 -0.69470 0.02222  0.214

LUMO energy (alpha / beta): -0.07676 / -0.08382 hartree
Kohn-Sham gap (alpha / beta): 7.5 / 7.0 eV
Charge: 0
Molecular weight: 75.0 g mol⁻¹

=====

Relative energies in kcal/mol: arrangement A 85.0; arrangement B 0.0; arrangement C 7.9

=====

Arrangement A

Below is a 2-piece molecular cluster, C2H8NO2P overall, with properties calculated with ωB97M-V/def2-TZVPD.

Each line ends with the Mulliken charge.
Atoms and positions in Å:
1 P 0.39298 -2.14567 -0.21570  0.329
2 O 1.26892 -1.57197 0.79611  -0.465
3 O -1.11170 0.67015 -0.90772  -0.500
4 N 1.03026 -3.63777 -0.59969  -0.358
5 C -0.20053 2.53153 0.37675  -1.086
6 C -1.02190 1.24776 0.37758  -0.132
7 H -0.58594 0.52833 1.08348  0.209
8 H -2.05108 1.45085 0.67676  0.278
9 H 0.61391 -4.24104 -1.28714  0.243
10 H -0.57873 3.22034 -0.37676  0.287
11 H -0.21778 0.60743 -1.26651  0.291
12 H -0.25189 3.01294 1.34812  0.338
13 H 0.84433 2.31388 0.15634  0.325
14 H 1.86916 -3.98676 -0.16162  0.240

LUMO energy: 0.01336 hartree
Kohn-Sham gap: 10.2 eV
Charge: 0
Molecular weight: 109.1 g mol⁻¹

=====

Arrangement B

Below is one molecule with the formula C2H8NO2P, with properties calculated with ωB97M-V/def2-TZVPD.

Each line ends with the Mulliken charge.
Atoms and positions in Å:
1 P -1.39514 0.19997 -0.18348  0.195
2 O -0.32340 -1.11601 0.91064  -0.541
3 O -2.27216 0.67984 1.13731  -0.481
4 N -0.25114 1.36558 -0.18471  -0.056
5 C 0.92106 1.47979 -1.00296  -0.829
6 C 0.44890 -2.14412 0.30446  -0.612
7 H 1.22479 2.50370 -0.94365  0.351
8 H 0.50977 -1.98032 -0.79329  0.230
9 H -2.23245 -0.07075 1.71583  0.346
10 H 1.77741 0.83606 -0.74110  0.251
11 H 0.71363 1.37831 -2.02337  0.316
12 H -0.55158 2.04063 0.56910  0.321
13 H 1.41505 -2.09876 0.67790  0.241
14 H 0.01528 -3.07392 0.55731  0.266

LUMO energy: 0.03592 hartree
Kohn-Sham gap: 9.8 eV
Charge: 0
Molecular weight: 109.1 g mol⁻¹

=====

Relative energies in kcal/mol: arrangement A 0.0; arrangement B 25.9

=====

Arrangement A

Below is a 2-piece molecular cluster, C5H7BrO overall, with properties calculated with ωB97M-V/def2-TZVPD.

Each line ends with the Mulliken charge.
Atoms and positions in Å:
1 Br 1.39598 -1.42235 2.31574  -0.058
2 O 1.12608 -0.32439 -1.84317  -0.460
3 C -0.13452 0.98670 -0.04780  0.217
4 C 0.46003 0.91995 -1.41235  -0.433
5 C -0.81856 -2.29465 0.64070  -0.460
6 C -0.54644 1.86578 0.81822  -0.707
7 C -0.08597 -1.36639 1.22601  -0.047
8 H 1.96227 -0.22820 -1.36479  0.294
9 H -0.40942 1.03188 -2.10743  0.247
10 H -0.86961 2.80132 0.35699  0.242
11 H 1.19379 1.60757 -1.43018  0.359
12 H -1.68281 -2.14918 0.03589  0.278
13 H -0.93678 1.90926 1.83553  0.282
14 H -0.65403 -3.33730 0.97666  0.246

LUMO energy (alpha / beta): -0.00521 / -0.01072 hartree
Kohn-Sham gap (alpha / beta): 8.4 / 8.0 eV
Charge: 0
Molecular weight: 163.0 g mol⁻¹

=====

Arrangement B

Below is a 2-piece molecular cluster, C5H7BrO overall, with properties calculated with ωB97M-V/def2-TZVPD.

Each line ends with the Mulliken charge.
Atoms and positions in Å:
1 Br 3.52288 2.16178 -1.18704  -0.091
2 O 0.60445 3.74852 0.94863  -0.350
3 C 0.17812 -1.62353 0.23977  -0.754
4 C 2.52481 2.30884 0.47242  -0.665
5 C 1.47282 3.03533 0.61098  0.773
6 C -0.39148 -0.42700 0.26713  0.228
7 C -0.96620 0.52861 -0.71686  -0.992
8 H 2.84928 1.42996 1.07055  0.322
9 H -0.34157 1.31052 -1.02064  0.218
10 H 0.22674 -2.19446 -0.69010  0.228
11 H -1.92962 1.09233 -0.38164  0.259
12 H -1.33367 -0.00999 -1.54483  0.375
13 H -0.47812 0.08263 1.35276  0.157
14 H 0.57126 -2.15613 1.05236  0.292

LUMO energy: -0.01798 hartree
Kohn-Sham gap: 8.8 eV
Charge: 0
Molecular weight: 163.0 g mol⁻¹

=====

Relative energies in kcal/mol: arrangement A 84.7; arrangement B 0.0

=====

Arrangement A

Below is a 10-piece molecular cluster, C30H80O10 overall, with properties calculated with ωB97M-V/def2-TZVPD.

Each line ends with the Mulliken charge.
Atoms and positions in Å:
1 O 3.59428 -6.13538 3.49411  -0.370
2 O -4.32589 -7.71408 1.13465  -0.513
3 O -3.58400 -2.28548 5.75147  -0.526
4 O -3.27942 4.14605 1.34629  -0.508
5 O 7.51777 0.95247 -4.31434  -0.314
6 O -0.67377 0.14329 1.68111  -0.495
7 O -4.93223 2.70854 -2.69068  -0.510
8 O -3.33221 3.83996 -7.33752  -0.563
9 O 2.95562 5.42348 4.48343  -0.315
10 O 3.63218 -4.45158 -5.76686  -0.550
11 C 2.24209 -6.47931 3.55503  -0.156
12 C 3.69146 -5.53072 1.12223  -1.086
13 C -4.41992 6.15274 1.88339  -1.345
14 C -3.71513 4.92516 2.43571  0.584
15 C 1.68332 -6.36006 4.99809  -1.173
16 C -4.92916 0.31909 -2.06981  -1.215
17 C 2.42895 4.11526 4.44326  -0.119
18 C 0.98753 0.41229 0.09003  -1.044
19 C 4.36876 -6.32997 2.27937  -0.249
20 C -3.66508 -3.51641 7.72774  -1.180
21 C 6.43829 1.26035 -5.22758  -0.228
22 C -1.04841 3.04299 -7.08774  -1.275
23 C 3.24816 5.89122 3.16354  -0.220
24 C -3.34811 -0.96406 7.79362  -1.211
25 C 8.63732 -0.40785 -2.83787  -1.252
26 C 7.45280 -0.35001 -3.79780  -0.165
27 C 3.26470 7.45851 3.22046  -1.164
28 C -4.68629 4.11754 3.32605  -1.230
29 C -1.86273 4.04050 -9.18250  -1.260
30 C -4.14680 -6.47539 1.82255  -0.112
31 C -6.94806 1.74268 -1.89059  -1.163
32 C -3.04950 -2.26705 7.05057  0.300
33 C 2.00238 3.79983 5.86320  -1.251
34 C -3.95926 -5.42181 0.74267  -0.987
35 C 2.64191 -3.46906 -6.00845  -0.126
36 C 1.62941 -4.05476 -7.00402  -1.015
37 C 6.42204 2.74728 -5.64637  -1.172
38 C -5.70855 1.50137 -2.65812  0.391
39 C -2.01373 4.09356 -7.70596  0.550
40 C 0.49104 -0.50881 1.20198  -0.112
41 H 4.01176 -4.77847 -6.58580  0.299
42 H 2.74942 4.05678 6.61420  0.316
43 H 3.57204 7.81880 2.23871  0.372
44 H -6.71530 1.96270 -0.84871  0.248
45 H -7.53992 2.53558 -2.34788  0.312
46 H -4.47777 0.62268 -1.12526  0.301
47 H 1.65691 -5.87337 2.86329  0.228
48 H 1.75474 -0.06066 -0.52299  0.344
49 H 5.59731 2.83243 -6.35395  0.371
50 H -2.84500 5.16446 3.04703  0.246
51 H 3.54581 -4.47938 1.37036  0.294
52 H 0.21566 0.73210 -0.61000  0.290
53 H -2.67401 4.56284 -9.68955  0.336
54 H 3.21606 3.40903 4.17908  0.256
55 H -4.84358 -8.28841 1.70363  0.292
56 H 0.19857 -1.49486 0.84104  0.275
57 H -7.60255 0.87106 -1.89586  0.370
58 H 6.13084 3.41237 -4.83338  0.314
59 H -4.96962 -6.25231 2.50174  0.304
60 H 8.58833 0.42487 -2.13625  0.303
61 H 9.57736 -0.29686 -3.37834  0.310
62 H -4.15485 3.34940 3.88787  0.341
63 H 6.54267 -0.46151 -3.20845  0.289
64 H 1.46958 1.30483 0.48889  0.231
65 H -5.20912 4.75139 4.04228  0.361
66 H 1.81773 -5.35262 5.39188  0.304
67 H 5.51057 0.97946 -4.72906  0.296
68 H 1.09217 4.30149 6.19176  0.305
69 H 0.67682 -3.55034 -6.84214  0.315
70 H -4.74694 -3.42918 7.62744  0.338
71 H -4.53083 -2.35832 5.89218  0.353
72 H 1.47366 -5.11578 -6.80893  0.298
73 H -1.75919 3.01742 -9.54401  0.304
74 H -0.03173 3.16477 -7.46143  0.324
75 H -4.60000 -5.54873 -0.12993  0.298
76 H 3.14764 -2.57206 -6.36583  0.199
77 H 0.62108 -6.58726 4.90784  0.345
78 H -6.05403 1.28863 -3.66979  0.285
79 H -3.36533 -3.69070 8.76112  0.358
80 H -2.72377 3.47709 1.75292  0.266
81 H -3.47984 3.94429 -6.39470  0.313
82 H 1.86707 2.71897 5.90224  0.367
83 H 7.52055 -1.19239 -4.48619  0.298
84 H -1.97562 -2.41024 6.93067  0.295
85 H 2.16651 -3.24614 -5.05325  0.256
86 H 4.19375 5.48996 2.79892  0.281
87 H 2.71788 -5.88938 0.78816  0.301
88 H -5.44981 3.66422 2.69387  0.263
89 H -1.34802 2.07880 -7.49843  0.338
90 H 1.58277 3.98499 3.76863  0.299
91 H 6.58489 0.66961 -6.13182  0.270
92 H 1.94025 -4.01270 -8.04792  0.324
93 H 1.20358 -0.63497 2.01713  0.239
94 H 4.03828 7.74633 3.93238  0.294
95 H -4.10709 -0.02022 -2.70003  0.311
96 H -1.05989 3.04499 -5.99780  0.357
97 H -1.15841 -0.46327 2.24574  0.270
98 H 2.21304 -7.49993 3.17347  0.319
99 H 2.15076 -7.03862 5.71163  0.306
100 H -5.53980 -0.58094 -1.99791  0.357
101 H -0.96183 4.55420 -9.51808  0.364
102 H 7.35851 3.06925 -6.10184  0.300
103 H -4.08139 -4.44087 1.20196  0.303
104 H -2.92075 -5.43275 0.41180  0.252
105 H -4.55007 2.79210 -1.81399  0.311
106 H -3.04835 -0.12381 7.16735  0.312
107 H -3.38886 -4.33920 7.06833  0.313
108 H 2.46495 5.57079 2.47652  0.276
109 H 2.35835 8.00372 3.48387  0.305
110 H -5.05710 6.72002 2.56183  0.385
111 H -1.73525 5.07047 -7.31073  0.212
112 H 5.38737 -5.97528 2.43665  0.270
113 H 4.32057 -5.43369 0.23741  0.389
114 H -3.75327 6.91432 1.47882  0.302
115 H -3.23484 -6.48509 2.41949  0.164
116 H 4.46949 -7.38500 2.02469  0.277
117 H 8.74079 -1.37815 -2.35217  0.379
118 H -4.42299 -0.83881 7.92418  0.284
119 H -5.12571 5.74282 1.16093  0.334
120 H -2.90532 -0.92009 8.78866  0.362

LUMO energy: 0.00367 hartree
Kohn-Sham gap: 9.7 eV
Charge: 0
Molecular weight: 601.0 g mol⁻¹

=====

Arrangement B

Below is a 10-piece molecular cluster, C30H80O10 overall, with properties calculated with ωB97M-V/def2-TZVPD.

Each line ends with the Mulliken charge.
Atoms and positions in Å:
1 O -4.75512 3.30113 -1.90771  -0.410
2 O 1.55115 1.08481 6.16857  -0.571
3 O -4.86035 -4.22235 -3.33865  -0.572
4 O 0.74470 -1.15841 0.14699  0.382
5 O 2.46629 -1.46729 -4.44971  -0.555
6 O 6.10319 2.61454 0.66267  -0.523
7 O -4.32927 2.31821 0.85181  -0.286
8 O -5.24297 -0.02559 2.44604  -0.570
9 O 2.72576 -0.37792 -1.82532  0.165
10 O 1.17522 -3.74422 1.09259  -0.564
11 C -4.29247 3.43336 -4.27609  -1.272
12 C -3.83406 -4.23309 -2.31829  0.145
13 C -3.24006 -2.85531 -2.20607  -0.415
14 C -4.42765 -4.71844 -0.98983  -1.174
15 C 3.94590 1.66220 -2.25715  -1.534
16 C -6.01920 -0.99818 0.41850  -1.051
17 C 5.30887 3.81672 0.81549  0.304
18 C 3.52778 -3.67733 0.60000  -0.876
19 C -2.51097 3.90492 0.96424  -1.175
20 C 2.44143 -3.80279 1.70142  0.112
21 C 0.74832 1.11288 1.00999  -1.163
22 C 0.60647 -2.53314 -3.42343  -0.890
23 C -0.03883 0.00401 0.30347  1.164
24 C 3.19290 0.70624 4.49426  -0.961
25 C 3.01977 -0.78269 6.52461  -1.063
26 C 2.90769 0.65415 5.97891  0.355
27 C -3.63891 -1.38710 1.34384  -0.606
28 C 5.09757 -0.58588 -1.93013  -1.322
29 C 2.50448 -3.86770 -4.35741  -1.420
30 C 3.93809 0.32357 -1.52848  0.603
31 C -4.33458 3.75025 2.81849  -1.520
32 C -5.12715 -1.20100 1.64743  0.245
33 C 3.94034 3.46163 1.35330  -0.253
34 C 2.58597 -2.68913 2.76965  -0.752
35 C 6.15485 4.74258 1.65715  -1.451
36 C -4.84937 2.56578 -3.13203  0.365
37 C -0.43975 0.45175 -1.09966  -0.953
38 C -3.98021 3.60918 1.34226  0.708
39 C -3.95489 1.34844 -2.91660  -0.669
40 C 1.62896 -2.61603 -4.53039  0.481
41 H -5.42512 -1.99610 2.33466  0.416
42 H 3.93967 1.43939 -3.32940  0.380
43 H 6.36170 4.34980 2.65542  0.367
44 H 4.08078 2.89906 2.27897  -0.142
45 H -0.96948 -0.17369 0.84493  -0.067
46 H -0.17868 -3.29060 -3.46058  0.550
47 H -3.35512 -0.68745 0.55230  -0.112
48 H -3.09582 -4.95584 -2.66618  0.314
49 H 2.24346 -1.77684 2.27107  -0.170
50 H 5.01233 -1.51590 -1.36713  0.239
51 H 4.54228 -3.47353 0.94254  0.419
52 H -5.40204 3.55269 2.91122  0.346
53 H 3.55220 1.36148 6.50463  0.441
54 H 0.06685 -1.58950 -3.53973  0.194
55 H -3.62657 -4.62578 -0.25405  0.300
56 H 0.44904 0.57526 -1.72206  0.406
57 H 1.39033 -0.94733 -0.55005  -0.599
58 H 3.98140 0.52042 -0.45478  0.285
59 H 6.07737 -0.16196 -1.71049  0.388
60 H 2.78252 -0.67425 -2.74976  -0.019
61 H 3.11727 2.33815 -2.05982  0.250
62 H -2.23846 -2.97023 -1.76520  0.031
63 H -3.13168 -1.18874 2.28476  0.434
64 H 4.99980 -0.82010 -2.99227  0.275
65 H 1.87357 -2.83929 3.58325  0.360
66 H 3.53935 -4.70887 0.23180  0.348
67 H 2.14643 -1.06111 7.11529  0.324
68 H 3.86708 -0.83070 7.21060  0.300
69 H -6.43701 -1.96911 0.12776  0.309
70 H 3.07389 1.73478 4.13522  0.147
71 H 3.04492 -1.52990 5.73203  0.132
72 H -4.70552 -5.77195 -1.05785  0.394
73 H 7.02318 5.10805 1.11742  0.349
74 H -3.00464 -2.31882 -3.12391  0.478
75 H -4.30938 0.75512 -2.07236  -0.303
76 H 5.54726 5.61744 1.92838  0.361
77 H -5.86321 2.22488 -3.35441  0.327
78 H -4.65013 3.04117 -5.22632  0.380
79 H -3.77776 3.02099 3.40548  0.322
80 H -3.75095 -2.21988 -1.48043  -0.014
81 H 5.20469 4.15192 -0.21916  0.345
82 H -1.83545 3.34020 1.61518  0.253
83 H 6.24264 2.30514 1.56533  0.339
84 H 3.43803 2.83657 0.61666  -0.108
85 H 3.20339 -1.61306 -5.05192  0.283
86 H -1.07054 -0.32575 -1.53377  -0.057
87 H 1.86740 -4.75059 -4.27349  0.383
88 H -4.60680 4.28633 0.74935  0.164
89 H -5.36988 4.04230 -1.96326  0.239
90 H 1.04261 -2.62540 -2.42840  -0.075
91 H -2.32166 3.51373 -0.03670  0.213
92 H 2.57540 0.07609 3.85511  0.102
93 H 1.14404 -2.64115 -5.51043  0.248
94 H 1.56314 1.87451 6.71297  0.306
95 H -3.22125 3.55838 -4.15025  0.316
96 H -4.78326 4.40062 -4.12978  0.379
97 H -3.96556 0.72172 -3.81121  0.504
98 H -2.16667 4.93888 0.99938  0.441
99 H -5.52719 -0.61375 -0.48071  -0.001
100 H 3.37735 4.38044 1.52055  0.431
101 H -5.68621 -3.99712 -2.90040  0.334
102 H 0.58950 2.05562 0.48562  0.348
103 H 3.60406 -2.60636 3.14533  0.421
104 H -4.87857 0.69990 1.91711  0.317
105 H 1.02178 -2.81486 0.83939  0.429
106 H -6.85797 -0.31418 0.54260  0.424
107 H 1.81917 0.89885 1.02632  -0.108
108 H 2.40044 -4.71781 2.29796  0.362
109 H 0.47691 1.21722 2.06239  0.453
110 H 3.17903 -3.97936 -5.21179  0.423
111 H -4.51202 2.40083 -0.09278  0.073
112 H 3.23360 -3.01216 -0.20825  -0.109
113 H -3.41543 -2.37297 0.93044  0.232
114 H 4.92908 2.08957 -2.04488  0.374
115 H 3.14975 -3.89452 -3.47753  0.320
116 H -5.34025 -4.21706 -0.66403  0.204
117 H -4.12525 4.77809 3.10958  0.437
118 H -0.92421 1.43039 -1.09630  0.145
119 H -2.91245 1.62255 -2.75373  0.146
120 H 4.22763 0.51232 4.19184  0.477

LUMO energy: 0.01868 hartree
Kohn-Sham gap: 9.8 eV
Charge: 0
Molecular weight: 601.0 g mol⁻¹

=====

Relative energies in kcal/mol: arrangement A 75.6; arrangement B 0.0